No. 1
The following is a quantum chemistry calculation of a structure of composition C4H5EuO2 in a non-equilibrium geometry, from the OMol25 dataset.

Geometry as XYZ:
```
12
Properties=species:S:1:pos:R:3:forces:R:3:mulliken_spin:R:1
H -0.246617 3.829202 -0.119480 -0.4 0.3 0.0 -0.267
O -1.733591 0.549152 0.253639 -0.5 0.9 0.3 0.044
C -0.526155 -1.388883 -0.029423 2.1 0.6 0.1 -0.146
C 0.720238 -1.360281 0.133629 -3.8 0.9 1.3 0.442
C -1.762088 -0.802548 -0.071262 -0.1 -1.6 -0.4 0.583
C 2.014420 -0.681670 0.072672 0.0 -3.8 -1.3 -0.011
O 1.814525 0.644754 -0.188238 0.2 0.7 -0.3 -0.072
Eu 0.150320 1.876540 -0.114578 1.3 -0.6 -0.1 6.379
H -2.610489 0.944006 0.326063 -0.4 -0.3 0.1 -0.008
H 2.659889 -0.922096 0.937019 -0.1 0.3 -0.6 0.019
H -2.714245 -1.214924 -0.394727 0.3 0.2 0.2 0.010
H 2.233793 -1.473253 -0.805317 1.4 2.3 0.8 0.027
```
Positions in Å, forces in eV/Å.

Kohn-Sham gap (spin up / spin down) ... 5.570 / 9.202 eV
Maximum force ... 4.12 eV/Å
Energy relative to the best compared isomer or geometry (same formula, charge and spin) ... 403.48 kJ/mol
Charge ... +1
HOMO energy (spin up / spin down) ... -0.43779 / -0.50926 Ha
Total energy ... -1015.73624 Eh
<S²> ... 16.04
Spin multiplicity ... 8

=====

No. 2
The following is a quantum chemistry calculation of the molecule C4H5F2N in a non-equilibrium geometry, from the OMol25 dataset.

Geometry as XYZ:
```
12
Properties=species:S:1:pos:R:3:forces:R:3:nbo_charge:R:1
C -0.400588 0.502212 -0.165934 -0.9 -0.6 -0.9 0.385
C 1.756674 -0.578182 0.401965 0.0 -1.3 1.7 -0.605
C 1.145332 0.579543 -0.306046 0.0 1.5 -1.4 -0.489
C -2.896036 0.162674 -0.340040 0.0 1.0 -0.3 0.546
N -1.574618 0.256300 -0.297312 3.2 0.4 1.0 -0.326
F -3.487744 0.783332 0.716105 0.0 0.2 0.1 -0.347
F -3.423084 -1.065156 -0.423915 0.3 -0.7 -0.1 -0.332
H 2.733938 -0.864952 0.014333 -0.1 0.1 -0.3 0.220
H 1.038258 -1.401956 0.275211 0.7 -0.2 0.3 0.222
H 1.919215 -0.411142 1.494718 -0.4 -0.1 -0.8 0.217
H 1.662925 1.536346 0.005268 -1.4 -0.7 0.0 0.264
H 1.525726 0.500982 -1.374348 -1.3 0.2 0.8 0.246
```
Positions in Å, forces in eV/Å.

Kohn-Sham gap ... 7.594 eV
Maximum force ... 3.34 eV/Å
Energy relative to the best compared isomer or geometry (same formula, charge and spin) ... 349.86 kJ/mol
HOMO energy ... -0.26714 Ha
Total energy ... -409.74965 Eh
Spin multiplicity ... 1

=====

No. 3
The following is a quantum chemistry calculation of the molecule C4H5F2NS in a non-equilibrium geometry, from the OMol25 dataset.

Geometry as XYZ:
```
13
Properties=species:S:1:pos:R:3:forces:R:3:nbo_charge:R:1
H 0.265453 -2.509519 -2.063328 0.4 -1.1 0.2 0.379
N -0.112022 -1.700058 -1.629218 0.2 0.7 -0.3 -0.670
C 0.263683 -1.232762 -0.554000 -1.4 2.0 1.6 0.684
F 1.056712 -1.796889 0.455735 -0.8 0.7 -1.7 -0.347
C -0.306565 0.250347 -0.160586 1.7 -2.2 1.1 -0.384
C 0.854159 1.196812 0.104186 3.2 -2.2 -0.2 -0.601
C -1.252861 0.237731 1.048033 1.2 -0.8 0.5 0.272
F -0.609107 -0.263587 2.199583 -1.1 0.9 -1.8 -0.347
S -2.769450 0.730685 1.037791 0.4 -0.2 0.4 0.093
H -0.836227 0.737809 -0.947345 -0.6 -0.7 -0.9 0.256
H 1.567112 0.849598 0.916384 -1.1 0.4 -0.8 0.228
H 0.349485 2.033976 0.361763 -0.9 3.2 1.2 0.210
H 1.529628 1.465857 -0.768999 -1.2 -0.7 0.7 0.226
```
Positions in Å, forces in eV/Å.

Kohn-Sham gap ... 9.317 eV
Structure (SMILES) ... [H]/N=C(\F)[C@H](C)C(F)=S
Maximum force ... 3.90 eV/Å
Energy relative to the best compared isomer or geometry (same formula, charge and spin) ... 84.93 kJ/mol
HOMO energy ... -0.35687 Ha
Total energy ... -808.03846 Eh
Spin multiplicity ... 1

=====

No. 4
The following is a quantum chemistry calculation of the molecule C4H5F3N2O3 in a non-equilibrium geometry, from the OMol25 dataset.

Geometry as XYZ:
```
17
Properties=species:S:1:pos:R:3:forces:R:3:nbo_charge:R:1
O 1.839943 -0.589846 1.873626 0.2 -0.3 0.4 -0.590
C 1.227116 -0.006664 1.016666 -0.1 -0.2 -0.6 0.609
N 0.822557 1.269874 1.004220 0.1 0.5 0.0 -0.448
N -0.045204 1.654115 -0.045962 0.0 0.4 -0.3 -0.430
C -0.504174 0.431632 -0.676557 1.3 -2.0 0.8 -0.192
C -1.848401 0.008642 -0.097974 -0.3 0.1 -0.1 0.965
F -2.350006 -1.057253 -0.731134 0.1 -0.1 -0.2 -0.318
F -1.794215 -0.290010 1.204560 0.2 0.0 0.3 -0.323
F -2.757277 0.987869 -0.226386 0.0 0.2 -0.1 -0.324
C 0.693500 -0.689185 -0.263299 -2.0 1.7 -0.6 0.447
O 0.172234 -1.930856 -0.011013 0.1 -0.2 0.1 -0.702
O 1.666455 -0.698777 -1.247627 0.4 0.0 -0.1 -0.707
H 0.906213 1.901238 1.786975 -0.1 -0.2 0.0 0.414
H 0.470094 2.229290 -0.714197 0.0 -0.3 0.2 0.367
H -0.600941 0.509169 -1.760113 0.1 0.1 0.2 0.237
H 0.638417 -2.313027 0.752417 0.0 0.1 -0.1 0.504
H 1.463691 -1.416219 -1.864205 0.0 0.1 0.1 0.490
```
Positions in Å, forces in eV/Å.

Kohn-Sham gap ... 10.082 eV
Structure (SMILES) ... O=C1NN[C@H](C(F)(F)F)C1(O)O
Maximum force ... 2.71 eV/Å
Energy relative to the best compared isomer or geometry (same formula, charge and spin) ... 0.00 kJ/mol
HOMO energy ... -0.35010 Ha
Total energy ... -790.25636 Eh
Spin multiplicity ... 1

=====

No. 5
The following is a quantum chemistry calculation of the molecule C4H5F3O2 in a non-equilibrium geometry, from the OMol25 dataset.

Geometry as XYZ:
```
14
Properties=species:S:1:pos:R:3:forces:R:3:nbo_charge:R:1
C 60.220000 25.396000 41.306000 -3.1 2.5 4.0 -0.627
C 61.087000 25.882000 42.474000 0.1 -3.5 0.0 -0.060
O 60.421000 25.960000 43.785000 0.3 0.3 0.3 -0.476
C 61.233000 26.285000 44.800000 4.4 2.0 -1.4 0.677
O 62.344000 26.908000 44.782000 -4.7 -2.8 -0.5 -0.525
C 60.679000 25.858000 46.128000 -0.6 -1.4 4.0 0.894
F 60.477000 24.478000 46.408000 0.8 2.2 -1.5 -0.331
F 61.450000 26.299000 47.164000 -0.2 -0.5 -1.3 -0.305
F 59.499000 26.421000 46.327000 -0.7 0.2 -0.5 -0.298
H 59.550000 26.231000 41.141000 -0.4 0.1 -0.8 0.208
H 59.559000 24.606000 41.621000 -0.1 -0.5 0.4 0.221
H 60.641000 25.099000 40.438000 2.2 -0.6 -2.5 0.229
H 61.587000 26.776000 42.289000 1.0 1.3 -0.3 0.204
H 61.696000 24.991000 42.643000 1.1 0.7 0.0 0.186
```
Positions in Å, forces in eV/Å.

Kohn-Sham gap ... 11.834 eV
Structure (SMILES) ... CCOC(=O)C(F)(F)F
Maximum force ... 5.62 eV/Å
Energy relative to the best compared isomer or geometry (same formula, charge and spin) ... 123.98 kJ/mol
HOMO energy ... -0.42439 Ha
Total energy ... -605.46643 Eh
Spin multiplicity ... 1

=====

No. 6
The following is a quantum chemistry calculation of a structure of composition C4H5F5O9PS2 in a non-equilibrium geometry, from the OMol25 dataset.

Geometry as XYZ:
```
26
Properties=species:S:1:pos:R:3:forces:R:3:nbo_charge:R:1
O 1.555231 -3.114814 1.460166 0.6 0.1 0.1 -0.884
S 0.518949 -2.786614 0.563171 -1.2 0.6 -0.3 2.551
O -0.690957 -3.510513 0.566034 -0.1 -0.4 -0.1 -0.882
O 1.030724 -2.643651 -0.937392 -0.2 -0.1 -0.2 -0.671
C 1.629882 -1.349503 -1.046616 0.5 0.2 1.1 -0.143
C 0.752828 -0.397478 -0.236287 0.6 0.9 0.2 -0.332
P 2.046209 0.641744 0.795665 0.7 -0.6 1.0 1.382
O 1.194779 1.750994 1.555330 0.6 -0.6 -0.9 -0.942
O 2.914600 1.495952 -0.328200 -0.6 0.0 0.1 -0.997
S -0.308429 0.682545 -1.255564 0.9 0.4 -1.9 2.053
O -0.042854 2.054989 -0.989207 -0.5 -0.1 1.0 -0.854
O -0.012761 0.314092 -2.623627 -0.4 -0.8 0.1 -0.949
C -2.131057 0.321686 -1.033677 -0.4 0.5 0.4 0.393
F -2.499873 -0.637881 -1.876973 0.2 -0.4 0.1 -0.290
F -2.735331 1.449204 -1.423236 0.2 0.2 -0.1 -0.286
C -2.588378 0.013866 0.423169 -0.5 0.1 -0.1 0.920
F -2.590443 -1.302873 0.625367 0.1 0.1 0.1 -0.301
F -1.809503 0.629704 1.294746 0.0 -0.2 -0.1 -0.274
F -3.844474 0.452132 0.574196 0.2 -0.1 0.0 -0.301
O 0.135275 -1.210763 0.725335 -0.2 -0.4 0.2 -0.687
H 2.539483 -1.407906 -0.437864 0.4 0.0 -0.3 0.201
H 1.852462 -1.028417 -2.048154 -0.4 -0.3 -0.5 0.251
H 1.751199 2.534090 1.667895 -0.7 0.7 0.4 0.534
H 3.044503 1.013322 -1.147542 0.2 0.1 -0.3 0.489
O -0.793607 3.417187 2.829538 0.1 0.0 0.0 -1.360
H -0.918457 2.618906 2.303729 0.0 0.1 0.1 0.379
```
Positions in Å, forces in eV/Å.

Kohn-Sham gap ... 4.478 eV
Maximum force ... 2.18 eV/Å
Energy relative to the best compared isomer or geometry (same formula, charge and spin) ... 38.38 kJ/mol
Charge ... -1
HOMO energy ... -0.08317 Ha
Total energy ... -2469.57481 Eh
Spin multiplicity ... 1

=====

No. 7
The following is a quantum chemistry calculation of the molecule C4H5FN2 in a non-equilibrium geometry, from the OMol25 dataset.

Geometry as XYZ:
```
12
Properties=species:S:1:pos:R:3:forces:R:3:nbo_charge:R:1
C 1.683734 -1.470929 -1.645407 -2.0 -0.7 -0.3 -0.082
N 0.519750 -1.486162 -1.054778 2.0 0.3 -0.7 -0.287
N 0.303862 -0.414512 -0.154755 -1.2 -0.9 -0.8 -0.327
C -0.946288 -0.339571 0.171978 1.2 1.3 1.0 0.111
C -1.350577 0.862538 0.983841 -0.6 -0.9 -0.4 -0.377
C -0.389460 1.722030 1.315019 0.2 -0.3 0.7 0.297
F -0.584924 2.837585 2.056501 0.0 -0.7 -0.6 -0.324
H 2.507677 -0.742856 -1.516746 -0.7 -0.3 0.2 0.176
H 1.769497 -2.245597 -2.463250 0.2 0.8 1.2 0.187
H -1.743171 -1.065765 -0.029154 0.6 0.0 -0.5 0.193
H -2.437406 0.886103 1.228792 1.1 0.6 0.0 0.231
H 0.667306 1.457136 1.107958 -0.8 0.7 0.1 0.202
```
Positions in Å, forces in eV/Å.

Kohn-Sham gap ... 9.247 eV
Structure (SMILES) ... C=N/N=C/C=C/F
Maximum force ... 2.16 eV/Å
Energy relative to the best compared isomer or geometry (same formula, charge and spin) ... 291.67 kJ/mol
HOMO energy ... -0.33892 Ha
Total energy ... -364.69224 Eh
Spin multiplicity ... 1

=====

No. 8
The following is a quantum chemistry calculation of the molecule C4H5FN2S in a non-equilibrium geometry, from the OMol25 dataset.

Geometry as XYZ:
```
13
Properties=species:S:1:pos:R:3:forces:R:3:nbo_charge:R:1
F -2.662163 -0.624245 1.482440 -0.1 -0.1 0.0 -0.308
C -1.477511 -0.508611 0.882674 0.4 0.3 -0.2 0.354
C -0.525365 -1.428694 0.800176 -0.1 -0.8 0.3 -0.113
N 0.574288 -0.899130 0.089433 0.4 -0.3 -0.2 -0.621
C 0.324468 0.395816 -0.323941 -0.1 0.3 0.2 0.426
N 1.062816 1.209903 -0.971254 0.2 -0.4 0.0 -0.611
S 2.596382 0.591201 -1.442306 -0.2 0.2 0.0 0.104
C -1.066941 0.770780 0.194749 0.0 0.0 0.3 -0.515
H -0.499525 -2.471997 1.167313 -0.1 1.0 -0.3 0.230
H 1.433823 -1.417027 -0.076938 -0.5 0.4 0.0 0.423
H 2.991419 1.713551 -2.064339 -0.1 -0.1 0.1 0.130
H -1.741899 1.034751 -0.627331 0.1 0.0 0.1 0.250
H -1.009792 1.633701 0.889324 0.0 -0.5 -0.4 0.251
```
Positions in Å, forces in eV/Å.

Kohn-Sham gap ... 8.750 eV
Structure (SMILES) ... FC1=CN/C(=N\S)C1
Maximum force ... 1.00 eV/Å
Energy relative to the best compared isomer or geometry (same formula, charge and spin) ... 117.08 kJ/mol
HOMO energy ... -0.29212 Ha
Total energy ... -762.94448 Eh
Spin multiplicity ... 1

=====

- spin multiplicity of number 8 (C4H5FN2S)?
  1